(1)
17
Properties=species:S:1:pos:R:3 method="wB97M-V/def2-TZVPD" smiles=CN(C)CCO e_lumo_ev=0.99 homo_ev=-8.854 multiplicity=1 max_force_ha_per_bohr=0.029 energy_ha=-288.9521 de_lowest_kcal_mol=40.8 orbital_gap_ev=9.85
C -0.958 -1.758 -0.304
N -0.641 -0.337 -0.304
C -1.483 0.355 0.647
C 0.761 -0.052 -0.020
C 1.184 1.374 -0.478
O 2.593 1.572 -0.573
H -2.058 -1.910 -0.306
H -0.707 -2.378 0.584
H -0.467 -2.226 -1.165
H -1.485 -0.003 1.693
H -1.103 1.367 0.806
H -2.472 0.512 0.205
H 0.877 -0.215 1.071
H 1.393 -0.760 -0.624
H 0.747 1.578 -1.446
H 0.813 2.038 0.314
H 3.007 0.842 -0.099

(2)
85
Properties=species:S:1:pos:R:3 method="wB97M-V/def2-TZVPD" e_lumo_ev="-2.17 / -2.16" homo_ev="-10.158 / -10.391" multiplicity=4 max_force_ha_per_bohr=0.002 s2=3.8479 energy_ha=-5761.7277 charge=+1 de_lowest_kcal_mol=2.0 orbital_gap_ev="7.98 / 8.23"
Cr -0.043 -0.435 0.416
I 2.697 -0.260 0.798
C 2.297 0.031 2.835
C 3.286 0.479 3.655
C 3.030 0.588 5.039
C 1.817 0.221 5.540
C 0.785 -0.252 4.690
C -0.468 -0.659 5.211
C -1.437 -1.133 4.377
C -1.218 -1.173 2.982
C -0.040 -0.756 2.409
C 1.004 -0.334 3.289
H 4.260 0.736 3.264
H 3.813 0.945 5.694
H 1.625 0.276 6.605
H -0.630 -0.607 6.280
H -2.385 -1.468 4.778
H -2.020 -1.531 2.348
O -2.005 -0.334 0.068
P -3.143 0.664 0.104
C -2.580 2.337 -0.352
P -0.937 2.827 0.280
O -0.003 1.645 0.238
C -0.363 4.158 -0.768
C -0.510 4.053 -2.153
C 0.031 5.019 -2.984
C 0.728 6.089 -2.439
C 0.896 6.188 -1.066
C 0.356 5.224 -0.229
C -1.176 3.450 1.935
C -1.898 4.625 2.162
C -2.169 5.021 3.461
C -1.720 4.250 4.530
C -1.003 3.086 4.304
C -0.732 2.679 3.005
C -4.001 0.696 1.671
C -4.199 1.838 2.439
C -4.889 1.753 3.641
C -5.383 0.533 4.073
C -5.206 -0.609 3.298
C -4.524 -0.529 2.099
C -4.349 0.210 -1.132
C -4.101 -0.888 -1.949
C -5.034 -1.249 -2.910
C -6.202 -0.515 -3.053
C -6.453 0.578 -2.231
C -5.530 0.940 -1.266
H -3.332 3.089 -0.105
H -2.510 2.302 -1.442
H -1.030 3.212 -2.595
H -0.086 4.935 -4.055
H 1.149 6.844 -3.089
H 1.450 7.015 -0.644
H 0.502 5.299 0.840
H -2.245 5.227 1.331
H -2.720 5.933 3.642
H -1.930 4.567 5.543
H -0.654 2.484 5.132
H -0.185 1.763 2.826
H -3.823 2.798 2.117
H -5.037 2.644 4.235
H -5.918 0.469 5.010
H -5.609 -1.557 3.627
H -4.398 -1.416 1.489
H -3.186 -1.450 -1.822
H -4.849 -2.103 -3.547
H -6.927 -0.798 -3.803
H -7.370 1.140 -2.340
H -5.738 1.778 -0.609
C 0.492 -3.933 -3.136
Ge 0.593 -2.176 -2.286
C 2.415 -1.470 -2.503
C -0.592 -0.933 -3.248
C 0.093 -2.280 -0.391
H 0.749 -3.867 -4.194
H -0.515 -4.341 -3.049
H 1.182 -4.626 -2.657
H 2.704 -1.516 -3.554
H 3.139 -2.055 -1.935
H 2.484 -0.424 -2.195
H -0.168 -0.695 -4.225
H -0.726 0.004 -2.700
H -1.577 -1.371 -3.411
H 0.823 -2.915 0.118
H -0.884 -2.769 -0.316

(3)
14
Properties=species:S:1:pos:R:3 method="wB97M-V/def2-TZVPD" e_lumo_ev=0.45 homo_ev=-9.015 multiplicity=1 max_force_ha_per_bohr=0.091 energy_ha=-734.9966 de_lowest_kcal_mol=93.6 orbital_gap_ev=9.46
H -0.272 2.791 0.646
N -0.527 1.972 0.077
C 0.101 0.935 0.515
N -0.244 -0.369 0.163
C 0.751 -1.392 0.356
N 1.977 -1.168 0.336
S 2.474 0.352 -0.533
N -1.305 -0.957 -0.329
C -2.346 -0.338 -0.578
H 0.951 0.935 1.161
H 0.392 -2.322 0.733
H 3.768 -0.115 -1.033
H -3.194 -1.048 -0.987
H -2.524 0.724 -0.525

(4)
29
Properties=species:S:1:pos:R:3 method="wB97M-V/def2-TZVPD" e_lumo_ev="-8.39 / -12.43" homo_ev="-15.887 / -19.127" multiplicity=3 max_force_ha_per_bohr=0.093 s2=2.0137 energy_ha=-462.3907 charge=+2 de_lowest_kcal_mol=0.0 orbital_gap_ev="7.50 / 6.70"
C -1.201 0.583 0.953
C 0.000 1.266 0.740
C -1.481 0.384 -1.406
C 0.137 -2.890 0.290
C 3.537 1.028 0.205
C -3.405 0.020 0.263
C 0.374 -1.468 0.526
C 2.132 1.563 -0.439
C 0.910 -0.585 -0.301
N -1.984 0.295 -0.055
N 0.969 0.788 -0.005
H -1.629 0.743 1.960
H 0.069 2.167 1.175
H -2.333 0.208 -2.011
H 0.789 -3.567 0.942
H -0.863 -2.974 0.720
H 0.159 -3.227 -0.712
H 4.240 1.860 0.010
H 3.480 0.818 1.344
H 3.873 0.178 -0.370
H -3.953 0.774 -0.266
H -3.532 0.152 1.302
H -3.911 -0.908 0.026
H 0.172 -1.155 1.479
H -0.976 1.361 -1.602
H 2.144 1.441 -1.597
H 1.965 2.550 -0.122
H 0.999 -1.021 -1.302
H -0.681 -0.385 -1.748